3 unconnected molecules or ions with the total composition C26H47BrNO9 at a distorted geometry, computed with ωB97M-V with the def2-TZVPD basis set.

Properties
HOMO (eV): -10.2
Multiplicity: 1
Charge: +1
Maximum force (Eh/bohr): 0.025
Orbital gap (eV): 5.8

The geometry in XYZ format:
```
84
C26H47BrNO9 ωB97M-V with the def2-TZVPD basis set
C 1.766 -2.103 -7.061
C 1.630 -3.068 -5.852
C 2.579 -2.699 -4.696
C 4.071 -2.945 -5.036
N 4.888 -1.934 -4.314
C 4.951 -0.715 -4.872
C 5.627 0.300 -4.296
C 6.262 0.057 -3.081
C 7.017 1.154 -2.341
O 8.120 1.460 -2.697
O 6.413 1.796 -1.304
C 5.054 1.451 -1.089
C 4.458 2.281 0.052
O 4.999 3.172 0.616
Br 2.621 1.737 0.501
C 6.209 -1.202 -2.545
C 5.507 -2.218 -3.167
C 5.501 -3.561 -2.487
C 4.889 -3.536 -1.055
H 1.729 -2.695 -7.980
H 0.962 -1.368 -7.102
H 2.731 -1.583 -7.042
H 1.787 -4.113 -6.131
H 0.614 -2.928 -5.470
H 2.334 -3.191 -3.748
H 2.444 -1.623 -4.510
H 4.228 -2.776 -6.105
H 4.382 -3.967 -4.839
H 4.424 -0.545 -5.803
H 5.643 1.259 -4.802
H 4.917 0.406 -0.786
H 4.416 1.661 -1.958
H 6.721 -1.387 -1.607
H 6.551 -3.861 -2.380
H 5.018 -4.357 -3.050
H 5.381 -4.333 -0.490
H 5.088 -2.611 -0.512
H 3.829 -3.786 -1.124
C -1.343 1.244 1.229
O -1.079 -0.110 0.906
C 0.118 -0.628 1.455
C -0.093 -1.933 2.208
O -0.909 -1.871 3.364
C -2.293 -1.569 3.226
C -3.141 -2.578 2.472
O -2.779 -2.689 1.103
C -2.579 -4.012 0.652
H -0.959 1.894 0.435
H -2.425 1.370 1.289
H -0.917 1.539 2.191
H 0.608 0.097 2.112
H 0.793 -0.832 0.612
H 0.891 -2.249 2.568
H -0.431 -2.725 1.538
H -2.427 -0.564 2.826
H -2.679 -1.532 4.247
H -4.181 -2.235 2.506
H -3.089 -3.548 2.978
H -2.192 -4.664 1.442
H -1.840 -3.986 -0.151
H -3.511 -4.424 0.254
C -5.209 3.569 1.018
O -4.722 3.538 2.347
C -4.241 4.789 2.816
C -4.846 5.193 4.152
O -6.245 5.423 4.171
C -7.133 4.338 3.946
C -7.128 3.223 4.979
O -5.895 2.521 5.024
C -5.348 2.370 6.318
H -4.414 3.277 0.324
H -6.020 2.842 0.942
H -5.605 4.547 0.737
H -4.408 5.584 2.083
H -3.158 4.683 2.960
H -4.395 6.151 4.420
H -4.558 4.498 4.941
H -7.006 3.941 2.939
H -8.133 4.780 3.964
H -7.903 2.500 4.697
H -7.390 3.634 5.959
H -5.595 3.212 6.971
H -4.262 2.331 6.222
H -5.692 1.435 6.771
```

A single C22H23FN2O3S molecule at a distorted geometry, computed with ωB97M-V with the def2-TZVPD basis set.

Properties
ΔE to the lowest compared entry with this formula, charge and spin (kJ/mol): 29.6
HOMO (eV): -7.8
Multiplicity: 1
Maximum force (Eh/bohr): 0.024
Orbital gap (eV): 7.8

The geometry in XYZ format:
```
52
C22H23FN2O3S ωB97M-V with the def2-TZVPD basis set
C -1.962 7.092 6.311
C -0.501 7.277 5.903
O 0.052 6.177 5.218
C -0.431 5.990 3.907
C 0.394 4.891 3.247
C -0.041 4.656 1.800
N 0.684 3.570 1.190
C 0.114 2.369 0.931
O -1.082 2.150 1.115
C 0.985 1.342 0.393
C 0.465 0.120 0.112
S -1.217 -0.152 0.405
C -1.366 -1.858 -0.031
C -2.630 -2.400 0.185
C -2.898 -3.721 -0.096
C -1.879 -4.520 -0.591
C -0.623 -3.994 -0.812
C -0.338 -2.650 -0.546
N 0.936 -2.137 -0.791
C 1.906 -2.978 -1.479
C 1.475 -3.406 -2.856
C 1.877 -4.638 -3.361
C 1.522 -5.047 -4.633
C 0.744 -4.227 -5.434
C 0.333 -2.996 -4.960
C 0.707 -2.600 -3.688
F 0.296 -1.386 -3.264
C 1.382 -0.884 -0.466
O 2.548 -0.575 -0.656
H -2.080 6.150 6.842
H -2.616 7.089 5.442
H -2.261 7.906 6.964
H 0.120 7.383 6.796
H -0.399 8.188 5.293
H -1.491 5.699 3.915
H -0.338 6.930 3.337
H 0.273 3.971 3.821
H 1.448 5.174 3.284
H -1.097 4.377 1.766
H 0.106 5.567 1.211
H 1.681 3.667 1.087
H 2.029 1.535 0.212
H -3.395 -1.748 0.579
H -3.883 -4.128 0.072
H -2.060 -5.561 -0.811
H 0.138 -4.650 -1.198
H 2.147 -3.852 -0.866
H 2.813 -2.366 -1.562
H 2.482 -5.284 -2.740
H 1.850 -6.008 -4.998
H 0.459 -4.544 -6.425
H -0.269 -2.331 -5.559
```

A molecular structure, C34H39BrN4O2P2Pt at a distorted geometry, computed with ωB97M-V with the def2-TZVPD basis set.

Properties
HOMO (alpha / beta) (eV): -7.4 / -7.7
Multiplicity: 3
Maximum force (Eh/bohr): 0.063
Orbital gap (alpha / beta) (eV): 5.6 / 5.1

The geometry in XYZ format:
```
83
C34H39BrN4O2P2Pt ωB97M-V with the def2-TZVPD basis set
Pt 0.358 0.891 -1.597
C -1.141 1.464 -2.928
C -0.926 0.064 -3.125
C -0.149 -0.498 -4.279
C 1.203 0.228 -4.505
C 1.754 0.868 -3.253
C 1.528 2.189 -2.802
C 0.601 3.174 -3.465
C -0.717 2.533 -3.898
C 0.700 1.257 0.516
H -1.993 1.752 -2.320
H -1.749 -0.618 -2.841
H -0.744 -0.427 -5.204
H -0.004 -1.579 -4.096
H 1.908 -0.536 -4.870
H 1.109 0.963 -5.319
H 2.722 0.440 -2.978
H 2.382 2.681 -2.334
H 1.070 3.643 -4.331
H 0.427 3.976 -2.729
H -1.471 3.341 -3.865
H -0.672 2.096 -4.910
H 0.129 2.175 0.697
H 1.721 1.442 0.860
H 0.308 0.483 1.193
P 1.907 -0.857 -0.637
P -1.417 -0.680 -0.379
N 3.649 0.123 -0.918
N 2.693 -1.917 0.470
N -2.942 0.568 -0.590
N -2.545 -1.593 0.565
C 0.986 -2.180 -1.535
C -0.510 -2.253 -1.098
C 3.690 1.500 -0.766
C 4.905 2.011 -1.209
C 5.682 0.885 -1.615
C 4.896 -0.252 -1.410
C 3.114 -1.569 1.764
C 4.149 -2.404 2.125
C 4.411 -3.281 1.012
C 3.550 -2.941 0.002
C -2.844 1.856 -0.046
C -3.870 2.658 -0.555
C -4.646 1.844 -1.438
C -4.035 0.576 -1.456
C -3.896 -1.943 0.458
C -4.185 -2.878 1.438
C -2.977 -3.123 2.168
C -1.998 -2.319 1.644
H 1.459 -3.151 -1.366
H 1.073 -1.980 -2.609
H -1.161 -2.537 -1.937
H -0.661 -2.998 -0.307
H 2.857 2.060 -0.369
H 5.171 3.058 -1.237
H 6.676 0.921 -2.032
H 5.138 -1.292 -1.595
H 2.554 -0.812 2.303
H 4.687 -2.394 3.063
H 5.161 -4.064 0.952
H 3.407 -3.358 -0.990
H -2.094 2.078 0.690
H -4.022 3.706 -0.322
H -5.536 2.119 -1.978
H -4.325 -0.333 -1.961
H -4.524 -1.476 -0.284
H -5.159 -3.330 1.600
H -2.822 -3.822 2.995
H -0.958 -2.173 1.894
Br -2.125 2.925 3.926
C -1.974 1.492 5.152
C -2.372 1.681 6.484
C -2.164 0.681 7.435
C -1.556 -0.523 7.066
C -1.185 -0.726 5.724
C -1.431 0.257 4.752
C -1.035 -0.027 3.319
O 0.036 -0.678 3.143
O -1.836 0.378 2.425
H -2.854 2.614 6.767
H -2.491 0.825 8.465
H -1.363 -1.309 7.799
H -0.688 -1.648 5.422
```

2 unconnected molecules or ions with the total composition C4H9O3 at a distorted geometry, computed with ωB97M-V with the def2-TZVPD basis set.

Properties
ΔE to the lowest compared entry with this formula, charge and spin (kJ/mol): 149.2
HOMO (eV): -4.2
Multiplicity: 1
Charge: -1
Maximum force (Eh/bohr): 0.073
Orbital gap (eV): 8.0

The geometry in XYZ format:
```
16
C4H9O3 ωB97M-V with the def2-TZVPD basis set
C -0.235 1.316 1.047
C 0.664 2.525 0.969
O -0.998 1.154 -0.092
H 0.338 0.268 1.317
H -1.119 1.379 1.829
H 1.385 2.413 0.027
H -0.447 0.728 -0.832
H 1.296 2.895 1.763
H 0.141 3.412 0.670
C 0.135 -2.554 -0.455
C -0.657 -1.863 -1.596
O -0.146 -0.772 -1.973
O -1.522 -2.536 -2.085
H 0.830 -2.000 0.178
H 0.838 -3.348 -0.995
H -0.502 -3.019 0.227
```